Entry 1:
{
  "formula": "C26H42O19S",
  "method": "ωB97M-V/def2-TZVPD",
  "homo_energy_ha": -0.34278,
  "spin_multiplicity": 1,
  "relative_energy_kcal_mol": 66.7,
  "species": ["C", "C", "C", "O", "C", "O", "O", "H", "H", "H", "H", "H", "H", "C", "C", "C", "O", "C", "O", "O", "H", "H", "H", "H", "H", "H", "C", "C", "C", "O", "C", "O", "O", "H", "H", "H", "H", "H", "H", "C", "C", "C", "O", "C", "O", "O", "H", "H", "H", "H", "H", "H", "C", "C", "C", "O", "C", "O", "O", "H", "H", "H", "H", "H", "H", "C", "C", "C", "O", "C", "O", "O", "H", "H", "H", "H", "H", "H", "C", "S", "O", "C", "H", "H", "H", "H", "H", "H"],
  "coordinates": [[22.2749, 13.4008, 6.7374], [21.4547, 12.9606, 7.9468], [21.8071, 13.5163, 9.3222], [20.6910, 14.2674, 9.7104], [19.7072, 14.1425, 8.8033], [18.5384, 14.5508, 9.0284], [20.1313, 13.4121, 7.7166], [21.8868, 13.2665, 5.7278], [23.2318, 12.8804, 6.7776], [22.5053, 14.4644, 6.7981], [21.3830, 11.8798, 8.0683], [22.7139, 14.1126, 9.2210], [22.0850, 12.7193, 10.0118], [10.1527, 9.4048, 8.7383], [11.1118, 9.1656, 7.5780], [10.8277, 10.2343, 6.4344], [12.1290, 10.6500, 6.1000], [13.0203, 10.3181, 7.0731], [14.1709, 10.7612, 7.0793], [12.4539, 9.4756, 7.9869], [9.1381, 9.1798, 8.4097], [10.1497, 10.4857, 8.8783], [10.3195, 8.9698, 9.7237], [11.1691, 8.1308, 7.2402], [10.1017, 11.0101, 6.6775], [10.3471, 9.7105, 5.6080], [18.4930, 11.2719, 10.0862], [18.8160, 10.5456, 8.7174], [19.5110, 9.2271, 8.7744], [18.7668, 8.4167, 7.9016], [17.6738, 9.0035, 7.5521], [16.7796, 8.5426, 6.8095], [17.6140, 10.2415, 8.0669], [17.9699, 10.6333, 10.7980], [17.8741, 12.1552, 9.9280], [19.4355, 11.6867, 10.4434], [19.3961, 11.1639, 8.0324], [19.4253, 8.8816, 9.8046], [20.5482, 9.4588, 8.5326], [15.5593, 13.7733, 6.9643], [16.8271, 14.0182, 6.0381], [17.5466, 12.6826, 5.6823], [17.7246, 12.8324, 4.2958], [16.8965, 13.6904, 3.8165], [16.7743, 13.9058, 2.5802], [16.2650, 14.3326, 4.8361], [14.9970, 14.6982, 7.0924], [15.9236, 13.2796, 7.8652], [14.8188, 13.1567, 6.4549], [17.5061, 14.8259, 6.3113], [16.9066, 11.8312, 5.9140], [18.4458, 12.4226, 6.2408], [17.3758, 15.0881, -0.5630], [16.1956, 14.8637, -1.4656], [14.9579, 14.5121, -0.6659], [14.0858, 15.6177, -0.8637], [14.5490, 16.3736, -1.8230], [13.8372, 17.2361, -2.4106], [15.8514, 16.0198, -2.1516], [18.2755, 15.2590, -1.1542], [17.5093, 14.3168, 0.1955], [17.3720, 15.9510, 0.1030], [16.4088, 14.0482, -2.1567], [15.1350, 14.4756, 0.4090], [14.4876, 13.6039, -1.0428], [12.9844, 17.0423, 7.3918], [14.0739, 17.3241, 8.4803], [15.5147, 16.9041, 8.1906], [16.2698, 17.8570, 8.8354], [15.4967, 18.9188, 9.1033], [15.8915, 19.9346, 9.6130], [14.2703, 18.7077, 8.6808], [11.9686, 16.9948, 7.7840], [13.2073, 16.0908, 6.9091], [12.9884, 17.7823, 6.5916], [13.8548, 16.9032, 9.4616], [15.7367, 16.8666, 7.1241], [15.6663, 15.9641, 8.7211], [20.2392, 16.6592, 5.9372], [21.2046, 17.6136, 4.6878], [22.6644, 17.2395, 4.8721], [20.9497, 19.2868, 5.4905], [19.1613, 16.8173, 5.9023], [20.5714, 16.8174, 6.9633], [20.4518, 15.6245, 5.6684], [21.3514, 20.0621, 4.8381], [21.5580, 19.2563, 6.3945], [19.9272, 19.5808, 5.7275]],
  "atomic_forces_ev_per_a": [[1.1, 0.1, 0.6], [-0.1, -0.6, -1.2], [1.8, -0.1, -0.9], [-0.4, 0.2, 0.0], [-4.0, 0.5, 0.9], [4.5, -1.4, -1.6], [-1.6, 1.4, 1.5], [-0.6, -0.5, 0.4], [0.2, 0.0, -0.1], [0.0, 0.1, 0.2], [0.2, -0.2, -0.5], [-0.2, 0.6, 0.2], [-0.6, 0.1, 0.3], [-0.3, 0.7, -0.3], [-0.4, 0.9, 0.5], [-0.3, -2.6, 0.3], [0.2, 0.5, 0.1], [2.5, 1.0, 0.1], [-3.4, -1.5, 0.3], [0.7, 1.1, -0.8], [-0.1, -0.3, 0.0], [0.0, 0.1, 0.3], [0.4, -0.4, -0.4], [-0.4, 0.1, -0.3], [0.6, 0.4, 0.5], [0.4, 0.0, -0.4], [0.7, -0.1, -1.7], [-0.7, 1.8, 1.1], [0.3, 0.7, 1.9], [2.4, -1.9, 0.1], [-5.2, -0.2, -3.4], [3.3, 1.2, 2.6], [-1.2, 0.1, -0.4], [0.4, -0.2, 0.0], [-0.1, -0.1, -0.3], [0.1, -0.3, 0.6], [-0.2, 0.6, 0.2], [0.3, -0.7, -0.1], [0.1, -1.2, -0.4], [1.4, 0.3, -0.6], [-1.2, -2.0, 2.2], [-0.7, 0.1, 1.9], [1.9, -1.9, 0.0], [-1.2, 2.2, -4.4], [-0.1, -0.5, 4.5], [-0.8, 1.0, -4.0], [0.5, 0.0, 0.5], [-0.5, 0.3, 0.3], [0.6, -0.5, -0.1], [0.0, -0.1, 0.6], [-0.5, 0.0, -0.4], [0.4, 0.7, -0.5], [1.3, 0.4, 0.5], [0.6, -1.0, 1.5], [-0.3, -0.2, 0.8], [-0.5, -0.4, 0.4], [-2.0, 3.3, -3.5], [3.4, -3.0, 2.3], [-1.9, 1.6, -0.8], [0.2, -0.4, 0.0], [0.1, -0.6, -0.5], [-0.9, 0.5, -0.3], [0.1, 0.2, -0.3], [0.1, -0.4, -0.1], [-0.2, 0.0, 0.2], [0.9, -0.1, 0.6], [-0.5, -0.4, -0.9], [-1.1, -1.8, -0.2], [1.1, 0.9, 0.6], [1.4, 2.0, 0.7], [-0.3, -0.9, -0.4], [-1.7, 0.9, -0.1], [0.2, 0.0, 0.2], [-0.1, -0.1, 0.1], [0.3, 0.2, 0.2], [-0.6, -0.1, 0.0], [0.2, -0.1, 0.0], [0.4, -0.2, -0.6], [0.4, -0.3, -0.2], [0.3, 0.4, 0.9], [-1.6, 0.5, 0.1], [0.7, -0.3, -0.2], [0.1, 0.3, -0.3], [0.3, 0.3, -0.1], [-0.1, -0.1, 0.0], [0.1, -0.2, -0.2], [-0.1, 0.0, 0.1], [-0.1, -0.6, -0.1]],
  "mulliken_charge": [-1.59, 0.98, -0.50, -0.36, 0.44, -0.54, 0.07, 0.31, 0.41, 0.44, -0.22, 0.37, 0.33, -1.37, 0.40, -0.50, -0.30, 0.56, -0.45, -0.34, 0.36, 0.34, 0.33, 0.34, 0.31, 0.31, -1.45, 1.54, -0.43, -0.31, 0.55, -0.60, -0.26, 0.48, 0.18, 0.38, -0.74, 0.28, 0.34, -0.27, 1.03, 0.75, -0.31, 0.48, -0.68, -0.40, -0.73, 0.22, 0.37, -0.13, 0.00, -0.49, -1.44, 0.59, -0.14, -0.32, 0.65, -0.60, -0.35, 0.35, 0.37, 0.34, 0.22, 0.09, 0.26, -1.29, 0.60, -0.09, -0.32, 0.46, -0.59, -0.36, 0.35, 0.27, 0.34, 0.31, 0.19, 0.16, -0.77, 0.48, -0.62, -0.94, 0.46, 0.37, 0.03, 0.35, 0.30, 0.32]
}


Entry 2:
{
  "formula": "C3H5NO2",
  "method": "ωB97M-V/def2-TZVPD",
  "homo_energy_ha": -0.33300,
  "spin_multiplicity": 1,
  "relative_energy_kcal_mol": 76.3,
  "species": ["C", "N", "C", "O", "C", "O", "H", "H", "H", "H", "H"],
  "coordinates": [[-1.0021, 1.5067, -0.0976], [0.1057, 0.5832, 0.0528], [-0.0936, -0.7073, 0.3724], [-1.1188, -1.2705, 0.6304], [1.3987, -2.1801, -0.5676], [1.1617, -1.3823, 0.4525], [-1.8734, 1.0643, 0.3883], [-0.7644, 2.4590, 0.3849], [-1.2359, 1.6817, -1.1536], [1.0404, 0.8710, -0.1889], [2.3816, -2.6258, -0.2735]],
  "atomic_forces_ev_per_a": [[-0.1, 0.1, 0.0], [0.1, -0.2, 0.0], [-0.5, 0.1, 0.0], [0.5, 0.2, -0.1], [0.2, 0.2, 0.4], [0.0, -0.3, -0.3], [0.1, 0.1, -0.1], [0.0, -0.2, -0.1], [0.0, 0.0, 0.2], [-0.1, -0.1, 0.0], [-0.2, 0.1, -0.1]],
  "mulliken_charge": [-0.75, -0.17, 0.71, -0.52, -0.30, -0.20, 0.29, 0.29, 0.27, 0.23, 0.16]
}


no.,HOMO-LUMO gap (eV)
1,9.27
2,9.51